# 1
Computed, not measured: a structure of composition C50H47Cl2NO11P3TeY, with ωB97M-V/def2-TZVPD.

The geometry in XYZ format:
```
116
C50H47Cl2NO11P3TeY (ωB97M-V/def2-TZVPD)
Y -0.64083 -0.21828 0.38957
O 1.03934 -1.10059 2.59897
P 0.47460 0.38818 3.03448
O 0.62568 0.70266 4.45497
O -0.88430 0.48126 2.36192
O 1.48736 1.33344 2.08836
P 2.46628 0.65511 0.95236
O 2.93029 1.95103 0.11260
O 3.63173 -0.00294 1.56262
O 1.52117 -0.16438 0.06338
H 1.43913 -0.81143 1.75915
H 3.79737 2.20690 0.46394
Cl 1.39621 3.53563 -5.93029
C 0.80002 2.46278 -4.68396
C 0.24997 1.22364 -5.05373
C -0.20486 0.36597 -4.09367
Cl -0.85109 -1.17798 -4.55302
C -0.19641 0.68500 -2.68721
O -0.65278 -0.13089 -1.83983
C 0.36630 1.96580 -2.37032
C 0.42162 2.44475 -1.01500
O -0.20227 1.97723 -0.06264
C 0.87372 2.81495 -3.36978
H 0.19358 0.94538 -6.09839
H 1.05716 3.32394 -0.85194
H 1.29840 3.77253 -3.08521
O -0.12414 -2.47404 -0.04761
P 0.52884 -3.40631 0.94744
C -0.44040 -3.65468 2.46390
C -1.74287 -4.08524 2.20475
C -2.59815 -4.38101 3.25204
C -2.15661 -4.26523 4.56470
C -0.85756 -3.85644 4.82525
C 0.00108 -3.55032 3.77876
C 2.32049 -3.21856 1.03883
C 2.91133 -2.97233 -0.20018
C 4.29037 -2.94410 -0.31242
C 5.08289 -3.15709 0.80806
C 4.49588 -3.39687 2.04020
C 3.11497 -3.43147 2.15876
C 0.44822 -5.11174 0.30482
C -0.16655 -5.36773 -0.91326
C -0.24358 -6.67165 -1.39184
C 0.28971 -7.71618 -0.65217
C 0.89997 -7.46274 0.57367
C 0.97677 -6.16496 1.05117
H -2.08802 -4.16183 1.18305
H -3.61407 -4.69738 3.04572
H -2.83113 -4.48727 5.38320
H -0.51073 -3.76102 5.84724
H 0.99898 -3.20286 4.00070
H 2.28298 -2.77849 -1.06076
H 4.74642 -2.74968 -1.27414
H 6.16209 -3.11622 0.72240
H 5.11323 -3.53800 2.91954
H 2.66785 -3.59759 3.12953
H -0.58331 -4.53891 -1.47609
H -0.72847 -6.87283 -2.34048
H 0.23217 -8.73078 -1.02822
H 1.30795 -8.27987 1.15665
H 1.44401 -5.96167 2.00948
C -6.98837 7.26337 -2.90780
C -6.13899 6.12085 -2.40740
C -6.45446 5.44569 -1.23784
C -5.67780 4.38666 -0.76770
C -6.11324 3.68706 0.49591
C -4.53160 4.00167 -1.47725
Te -3.21114 2.24519 -0.89436
N -2.69959 0.30691 -0.10826
C -3.26024 -0.79908 0.31591
O -2.52876 -1.64057 0.93234
C -4.71499 -1.13803 0.14120
C -5.46212 -0.67444 -0.93562
C -6.80116 -1.02411 -1.06040
C -7.40269 -1.82688 -0.10061
C -6.65955 -2.29207 0.97877
C -5.31560 -1.96317 1.08822
C -2.79967 3.12607 0.99934
C -3.18691 2.52859 2.20619
C -4.14146 1.36814 2.33607
C -2.67624 3.03926 3.39746
C -1.79821 4.10801 3.43100
C -1.18253 4.55399 4.73223
C -1.49486 4.73610 2.23000
C -1.98098 4.26915 1.01528
C -1.62799 5.04643 -0.22940
C -4.22168 4.65265 -2.68295
C -3.02385 4.26941 -3.53236
C -5.02067 5.70649 -3.11903
H -7.90460 7.35513 -2.32380
H -7.25958 7.11733 -3.95519
H -6.44719 8.21023 -2.83782
H -7.33730 5.74196 -0.67696
H -7.13476 3.96301 0.76356
H -5.45451 3.93834 1.32993
H -6.07142 2.60686 0.36234
H -4.99054 -0.04578 -1.67865
H -7.37328 -0.67818 -1.91263
H -8.44933 -2.09283 -0.19409
H -7.12898 -2.90965 1.73552
H -4.70524 -2.32807 1.90802
H -4.71467 1.19477 1.43199
H -4.83791 1.55795 3.15542
H -3.58491 0.45673 2.57216
H -2.94942 2.54644 4.32792
H -1.91654 4.53370 5.54088
H -0.77636 5.56431 4.65603
H -0.37076 3.87304 5.00580
H -0.83944 5.60346 2.23331
H -0.72748 5.64184 -0.06832
H -2.44348 5.72242 -0.50240
H -1.46218 4.38862 -1.08262
H -2.91066 3.18899 -3.61901
H -2.09644 4.65592 -3.09919
H -3.11918 4.68323 -4.53761
H -4.76447 6.21268 -4.04702
```

Calculated values
- Highest occupied orbital energy (alpha / beta): -4.774 / -5.476 eV
- Kohn-Sham gap (alpha / beta): 6.97 / 6.91 eV
- Charge: -1
- 2S+1: 2

Atomic partial charges in e from the Mulliken method, atoms 1 to 4: 0.60, 0.27, 0.39, -0.93

# 2
Computed, not measured: a structure of composition C50H48As2BrEuF2IN4O4Se4, with ωB97M-V/def2-TZVPD.

The geometry in XYZ format:
```
117
C50H48As2BrEuF2IN4O4Se4 (ωB97M-V/def2-TZVPD)
Eu 11.77478 13.62703 15.33274
C 9.32848 10.47846 8.61509
C 9.94303 11.88664 8.54390
C 10.86437 12.02119 7.34573
C 11.60039 13.38214 7.29890
C 12.37512 13.57545 8.58056
C 13.54511 14.32697 8.61394
C 14.25143 14.33983 9.81156
F 15.45606 14.97218 9.79425
C 13.79526 13.75922 10.96885
C 12.55773 13.07085 10.97821
C 11.99448 12.66067 12.28802
O 12.72381 12.74974 13.31729
C 10.59582 12.14478 12.21517
C 10.01001 12.01554 10.97300
N 10.60575 12.29180 9.79008
C 11.84156 12.96911 9.76376
C 9.69032 11.93179 13.41476
O 8.45688 11.67034 13.35014
O 10.27021 12.20754 14.54017
H 9.01851 10.21153 7.58583
H 8.38423 10.45343 9.22508
H 10.01696 9.73004 8.98781
H 9.16854 12.64652 8.37896
H 10.32195 11.90275 6.38520
H 11.58343 11.18359 7.37252
H 10.86713 14.22184 7.22195
H 12.29692 13.44022 6.43783
H 13.89512 14.85948 7.69983
H 14.35683 13.72327 11.90606
H 8.99381 11.69918 10.88957
C 15.44226 9.20711 15.19467
C 16.61178 9.90190 15.77892
As 16.76221 11.85761 15.38652
C 18.24165 12.26222 16.58098
C 18.19443 11.78934 17.87672
C 19.03359 12.34109 18.88018
C 19.96310 13.33876 18.57149
C 20.04282 13.79002 17.23998
C 19.16003 13.26150 16.27002
C 17.66008 11.87085 13.63131
C 17.68876 10.75657 12.81445
C 17.88889 10.90731 11.43585
C 18.19666 12.19377 10.92792
C 18.07313 13.31865 11.74204
C 17.88952 13.13922 13.09735
As 13.66309 9.78599 16.00567
C 12.67321 8.42985 14.93350
C 12.93592 8.20766 13.56902
C 11.97790 7.62736 12.76050
C 10.80169 7.11907 13.28573
C 10.58840 7.20116 14.68411
C 11.47850 7.91179 15.45311
C 13.61115 8.67279 17.62337
C 13.47726 9.37080 18.86635
C 13.33594 8.64590 20.04392
C 13.21849 7.23148 20.00220
C 13.29072 6.57588 18.77920
C 13.54142 7.30110 17.61040
H 15.47349 8.12799 15.21088
H 15.31439 9.49925 14.16305
H 17.57304 9.45215 15.51823
H 16.56534 9.93020 16.88261
H 17.45373 11.03218 18.12938
H 18.87019 11.92524 19.86461
H 20.59790 13.83242 19.33172
H 20.74644 14.57084 16.95208
H 19.14782 13.61879 15.21762
H 17.54947 9.75435 13.21999
H 17.91175 10.03573 10.76571
H 18.58671 12.30774 9.91428
H 18.13259 14.32232 11.35057
H 17.93547 13.99051 13.74781
H 13.90656 8.45205 13.09340
H 12.18327 7.59998 11.69397
H 10.13579 6.56758 12.64419
H 9.66840 6.81777 15.13589
H 11.20760 8.14322 16.46708
H 13.50805 10.47431 18.81971
H 13.27160 9.22971 20.98163
H 13.15024 6.66248 20.93371
H 13.21485 5.46949 18.67968
H 13.61430 6.79028 16.63668
Se 14.46338 14.10893 19.05270
Se 12.68724 15.38649 18.57150
Se 13.65257 17.63758 17.91999
Se 12.07267 18.34311 16.43320
F 11.32737 15.25170 13.97736
N 7.94442 13.82914 15.60807
C 8.72783 14.77111 16.14118
O 9.91066 14.51352 16.42951
C 8.19136 16.12349 16.46107
I 6.15829 16.56653 15.83173
H 8.34309 12.99605 15.19822
H 7.06919 14.14003 15.20266
H 8.89596 16.84191 16.08458
H 8.08028 16.17395 17.54889
C 8.08928 12.37573 19.59234
C 9.32975 11.49752 19.59905
C 10.08474 11.70464 18.36798
N 10.70756 11.85016 17.38836
H 7.58365 12.33678 20.55230
H 7.34814 12.11792 18.84876
H 8.35154 13.41909 19.43293
H 9.11224 10.39398 19.66021
H 9.99946 11.74564 20.45777
Br 17.26169 18.78431 13.79165
C 16.02202 17.40630 14.25381
C 15.17375 16.98071 13.25948
C 14.18015 16.05952 13.61443
N 14.15890 15.49008 14.84039
C 15.03722 15.85952 15.76807
C 15.93561 16.91248 15.54508
H 15.34195 17.27127 12.16438
H 13.35877 15.80299 12.97714
H 15.05115 15.32423 16.74362
H 16.54019 17.36921 16.32327
```

Calculated values
- Highest occupied orbital energy (alpha / beta): 0.005 / -0.001 eV
- Kohn-Sham gap (alpha / beta): 3.28 / 3.28 eV
- Charge: -2
- Energy above the lowest of the compared OMol25 structures with the same formula, charge and spin: 0.0 kcal per mole
- 2S+1: 8

Atomic partial charges in e from the Mulliken method, atoms 1 to 4: 1.08, -1.49, 0.36, -1.05

Q: Which value of charge does entry 2 give?
A: -2

Q: Which formula does entry 2 have?
A: C50H48As2BrEuF2IN4O4Se4

Q: Which of these has the lowest 2S+1?
A: C50H47Cl2NO11P3TeY

Q: Among the records above, which one has the highest 2S+1?
A: C50H48As2BrEuF2IN4O4Se4